Below is a molecular structure, C30H30F4N2OPdSi in a non-equilibrium geometry, with properties calculated with ωB97M-V/def2-TZVPD.

Summary:
HOMO-LUMO gap: 4.6 eV
LUMO level: 4.79 eV
Net charge: -2

Geometry as XYZ:
```
69
Properties=species:S:1:pos:R:3:forces:R:3:lowdin_charge:R:1
Pd 0.454371 -0.373130 -1.260112 -0.210 0.121 0.241 0.383
C -3.413904 1.086859 -3.503407 1.143 0.154 0.549 -0.096
C -4.486640 0.501013 -2.649606 -0.899 -1.432 1.588 -0.290
N -4.210133 0.632460 -1.210168 0.774 0.144 0.455 -0.186
C -5.333909 0.235531 -0.422188 -1.521 0.502 0.268 -0.330
C -5.211439 0.576137 1.076983 -0.501 -0.008 -0.136 -0.102
C -2.964946 0.000265 -0.637407 -0.346 -0.499 -1.234 -0.169
C -1.926074 0.996925 -0.096535 -0.382 -0.259 -0.280 -0.234
N -0.929816 1.308807 -1.110812 0.235 0.805 -0.040 -0.069
C -0.806884 2.526519 -1.651401 -0.630 -0.517 0.643 -0.191
C -0.050945 2.645198 -2.862295 0.124 -2.851 0.845 -0.180
F 0.478006 1.493738 -3.403474 -0.359 0.741 0.377 -0.001
C -0.016565 3.702889 -3.658870 -0.208 1.147 -0.341 -0.319
F 0.508821 3.517822 -4.858219 0.829 0.292 -1.446 0.083
C -0.578352 4.906929 -3.322723 -1.028 1.877 1.481 0.002
C -1.243000 4.923738 -2.078888 -0.042 -0.570 -1.052 -0.264
F -1.906812 6.023538 -1.652719 0.261 0.538 -0.275 0.041
C -1.412298 3.813673 -1.313596 0.007 -1.049 0.908 -0.128
F -2.219491 3.998591 -0.195357 0.585 -0.508 -0.549 0.008
H -3.719991 1.049634 -4.546216 0.264 0.143 -0.157 0.064
H -2.414227 0.606669 -3.330828 -0.918 0.072 -0.357 0.082
H -3.246069 2.106619 -3.138231 -0.135 0.116 -0.476 0.077
H -4.685336 -0.612356 -2.880808 0.180 1.168 -0.040 0.124
H -5.459722 1.041655 -2.723256 0.562 -0.360 -0.565 0.107
H -5.614255 -0.821313 -0.613824 0.258 -0.198 0.394 0.106
H -6.293208 0.772763 -0.711895 1.109 -0.207 -0.204 0.112
H -4.410750 0.051077 1.636999 -0.506 0.352 -0.404 0.066
H -6.204757 0.329227 1.507339 0.594 0.075 0.141 0.062
H -5.081116 1.674120 1.150007 0.129 -0.577 0.122 0.079
H -2.526502 -0.654849 -1.413548 0.237 0.474 0.199 0.097
H -3.256161 -0.723299 0.130256 -0.039 0.208 0.124 0.086
H -1.486179 0.580654 0.801869 0.627 -0.542 -0.004 0.088
H -2.492215 1.811955 0.314494 -0.317 0.911 -0.240 0.084
H -0.526872 5.861102 -3.829079 0.229 -0.322 -0.442 0.099
O 1.756319 -2.060318 -1.016773 0.670 0.121 0.533 -0.485
Si 2.171189 -1.589502 0.457864 1.066 0.281 -1.162 0.319
C 3.468007 -2.845464 1.272045 -1.137 0.619 -0.604 -0.184
C 3.051794 -3.811475 2.160564 0.067 -0.547 0.102 -0.105
C 3.817393 -4.932111 2.400046 0.884 0.447 -0.530 -0.108
C 5.015287 -5.085764 1.705735 -0.339 -1.232 1.043 -0.136
C 5.499124 -4.089323 0.903331 1.136 -0.040 -0.434 -0.125
C 4.736491 -2.975041 0.725373 -0.902 1.059 -0.409 -0.105
C 0.731233 -1.668112 1.572872 -1.251 -0.254 1.040 -0.252
C -0.288852 -2.595291 1.215675 0.897 -0.500 -0.849 -0.124
C -1.394697 -2.762282 2.014378 -0.181 1.439 1.674 -0.117
C -1.493860 -2.032491 3.256967 -0.473 -0.343 -0.712 -0.109
C -0.490526 -1.113526 3.584521 -1.809 -0.183 0.998 -0.149
C 0.562556 -0.910942 2.757694 0.732 -0.621 -2.033 -0.115
C 3.255773 -0.009698 0.666152 -0.513 -0.813 0.501 -0.227
C 3.701104 0.622126 -0.467140 0.981 0.528 -1.718 -0.134
C 4.644332 1.648005 -0.466756 -0.447 1.197 1.491 -0.086
C 5.020501 2.103763 0.816256 -0.013 -0.254 -0.894 -0.128
C 4.597373 1.486638 1.996010 0.752 0.948 -1.072 -0.121
C 3.742718 0.426829 1.905670 -0.534 -0.125 -0.615 -0.115
H 2.092715 -3.771807 2.619362 -0.742 0.296 0.340 0.084
H 3.521233 -5.644914 3.131335 -0.312 -0.717 0.320 0.078
H 5.521307 -6.034767 1.823370 0.404 0.027 0.018 0.082
H 6.475960 -4.162955 0.417707 -0.283 -0.156 0.077 0.096
H 5.004047 -2.162069 0.077398 0.639 0.144 -0.378 0.096
H -0.215110 -3.215659 0.251385 0.087 1.327 1.461 0.126
H -2.213686 -3.310359 1.593120 -0.440 -0.512 0.333 0.077
H -2.388938 -2.073986 3.924219 0.742 -0.235 -0.777 0.086
H -0.606894 -0.462318 4.463092 -0.031 -0.411 -0.264 0.094
H 1.199708 -0.070912 2.920361 0.618 0.274 0.277 0.079
H 3.371993 0.351048 -1.458407 -0.572 -0.515 0.029 0.084
H 4.881630 2.247765 -1.382883 -0.050 -0.864 0.913 0.105
H 5.600715 2.990889 0.915365 0.643 0.577 -0.042 0.066
H 4.981204 1.920929 2.907224 -0.239 -0.204 0.388 0.085
H 3.358230 0.001933 2.794379 -0.159 -0.698 0.860 0.076
```
Positions in Å, forces in eV/Å.


Below is 2 unconnected molecules or ions with the total composition C18H21N3O3S in a non-equilibrium geometry, with properties calculated with ωB97M-V/def2-TZVPD.

Summary:
HOMO-LUMO gap: 8.0 eV
LUMO level: 0.13 eV
Energy above the lowest of the compared OMol25 structures with the same formula, charge and spin: 1972.68 kJ/mol
Net charge: 0

Geometry as XYZ:
```
46
Properties=species:S:1:pos:R:3:forces:R:3:lowdin_charge:R:1
C 2.245923 4.445850 2.182800 1.727 3.152 -10.493 -0.182
H 1.666578 4.625185 1.122639 1.488 -0.051 2.010 0.145
H 2.190044 5.312064 2.606273 -0.417 5.513 2.600 0.025
H 3.286085 4.337016 1.894084 0.086 -0.836 0.359 0.117
C 1.577553 3.538881 2.844598 -0.436 -10.416 8.734 -0.282
N 1.991412 2.120888 2.412184 -0.218 0.039 0.528 -0.209
C 1.314559 1.913875 1.243192 0.777 1.462 -8.394 -0.268
C 1.702304 0.605872 0.424580 0.018 -1.951 2.205 -0.321
C 2.219621 -0.420963 1.202365 -1.770 -0.252 -4.267 -0.407
N 2.253467 -1.656864 0.577424 2.903 -1.716 4.178 0.112
C 2.120978 -1.686020 -0.651940 -3.021 7.179 0.841 -0.700
N 2.233647 -2.596709 -1.527026 -2.016 -2.517 -4.940 0.118
C 1.442961 -2.808534 -2.761355 9.430 -10.108 1.028 -0.253
O 1.963589 -4.097639 -3.248774 -4.246 7.612 2.129 -0.123
C 0.612528 -1.918403 -3.437726 -3.584 -1.023 1.500 -0.072
C -0.680139 -1.908106 -2.408467 2.840 12.647 -9.155 -0.259
C -1.550918 -0.655230 -2.513439 9.360 -1.901 -3.856 0.065
C -2.608757 -0.564215 -1.766719 2.677 -1.232 -2.508 -0.448
C -3.040300 -1.719572 -1.266490 -2.914 -6.540 8.407 -0.129
C -2.306378 -2.912715 -0.998471 1.143 5.377 -5.163 0.089
C -1.115401 -2.861578 -1.834812 -2.923 -15.236 9.450 -0.131
H -0.494726 -3.969608 -1.608027 -1.274 3.294 -1.336 0.207
H -2.647078 -3.744992 -0.495331 -0.727 -1.325 1.060 0.091
O -4.202210 -1.683153 -0.279878 1.189 3.527 -5.669 -0.070
C -4.881908 -0.432746 -1.052230 -7.055 -6.931 9.111 -0.164
C -4.244554 0.734457 -0.969865 5.173 5.373 1.406 -0.134
H -3.878211 1.072018 0.115465 0.305 -1.657 -2.067 0.189
O -3.122134 0.551976 -2.001884 -5.962 7.129 2.607 0.048
H -4.813510 1.638506 -1.045144 -0.580 0.319 -1.683 0.128
H -5.575197 -0.723937 -1.750771 -0.393 -0.904 -2.735 0.107
H -5.749413 -0.431668 -0.139412 1.718 0.833 -2.167 0.200
H -1.027162 0.259351 -3.221648 -2.068 -2.590 2.400 0.207
H 0.371188 -2.461445 -4.359838 -0.110 0.846 -0.040 0.151
H 0.984925 -0.934764 -3.441439 0.433 1.138 -0.686 0.058
H 2.608965 -3.346378 -1.028410 0.712 -2.641 -0.475 0.139
S 1.477029 -0.158632 -1.173937 -0.250 3.318 0.112 1.111
C 2.503743 -0.209909 2.541969 2.919 -4.030 8.411 -0.212
H 2.160984 -1.357625 3.461121 0.491 2.997 -3.021 0.218
C 1.803770 0.921857 3.205214 -2.141 1.337 3.773 -0.271
H 2.279404 1.122191 4.293501 -1.304 -0.568 -2.386 0.146
H 0.541699 0.644792 3.367497 3.307 0.771 -0.412 0.181
H 3.665213 -0.290124 3.030548 -2.787 0.547 -2.267 0.164
H 1.804097 2.695970 0.420168 -1.554 -1.253 1.945 0.151
H 0.206143 2.146842 1.188149 0.754 -0.602 0.428 0.132
H 2.249669 3.413353 3.913947 -2.707 0.774 -1.741 0.189
H 0.459919 3.450582 2.935314 1.006 1.095 0.239 0.144
```
Positions in Å, forces in eV/Å.